Record 1
Density functional theory data (ωB97M-V with the def2-TZVPD basis set) for C5H4N2O in the gas phase at a distorted geometry.

Structure (XYZ):
```
12
Properties=species:S:1:pos:R:3:forces:R:3
C 0.717 -1.480 0.168 -1.857 0.395 0.283
C 0.685 0.968 0.213 -0.152 0.829 -0.234
H 1.289 -2.204 0.723 0.268 -0.223 0.108
C 1.468 -0.239 -0.225 -1.524 0.587 0.435
N -1.538 -1.033 -0.455 0.420 0.709 0.215
N -0.570 -1.681 0.197 2.087 -1.126 -0.199
C -1.578 0.264 -0.454 -2.671 -0.959 -1.014
H -1.003 2.071 0.468 -0.679 1.541 0.223
C -0.635 1.199 0.031 1.474 -1.533 0.675
H 1.189 1.809 0.712 0.391 -0.670 -0.331
O 2.602 -0.209 -0.595 0.745 -0.096 -0.298
H -2.625 0.535 -0.782 1.496 0.546 0.138
```
Forces are in eV/Å.

Output
energy above the lowest of the compared OMol25 structures with the same formula, charge and spin: 58.47 kcal/mol
SMILES string: O=c1cccnnc1
E_tot: -377.57088 a.u.

***

Record 2
Density functional theory data (ωB97M-V with the def2-TZVPD basis set) for C5H4N2O in the gas phase at a distorted geometry.

Structure (XYZ):
```
12
Properties=species:S:1:pos:R:3:forces:R:3
H -1.690 -1.085 -0.885 -0.411 0.562 0.549
H -1.698 -1.034 0.917 -0.212 0.183 -0.295
H -2.964 -0.077 0.028 0.603 -0.529 -0.161
C 2.299 -0.617 0.005 -0.309 0.002 -0.075
C 0.174 0.591 -0.024 1.236 -0.967 0.240
N 3.450 -0.672 0.007 -0.406 0.017 0.025
H 0.349 -1.545 -0.038 0.026 0.100 0.070
C 0.865 1.868 -0.011 0.510 0.857 0.014
C 0.856 -0.591 -0.009 0.250 0.952 -0.123
O -1.137 0.728 0.000 -0.417 0.416 -0.200
C -1.923 -0.451 0.006 -0.233 -0.444 -0.011
N 1.417 2.885 0.007 -0.636 -1.150 -0.033
```
Forces are in eV/Å.

Output
energy above the lowest of the compared OMol25 structures with the same formula, charge and spin: 29.60 kcal/mol
SMILES string: CO/C(C#N)=C/C#N
E_tot: -377.61688 a.u.

***

Record 3
Density functional theory data (ωB97M-V with the def2-TZVPD basis set) for a molecular structure, C5H4N2O at a distorted geometry.

Structure (XYZ):
```
12
Properties=species:S:1:pos:R:3:forces:R:3
C 1.635 -0.930 0.213 1.490 -1.177 0.916
N 2.131 0.184 0.782 -1.428 -0.706 -0.728
H -2.237 0.756 -1.297 0.955 0.252 0.613
H 2.260 -1.933 0.297 -0.886 2.603 -0.245
H 0.044 -2.104 -0.733 0.209 0.836 0.367
C -0.494 -0.050 -0.152 3.695 -2.178 -1.496
C 0.181 1.095 0.233 -1.161 0.709 1.660
C -1.703 0.681 -0.316 -3.393 -0.385 0.175
C 0.330 -1.109 -0.327 -0.516 -1.563 0.037
N 1.321 1.322 0.798 0.528 -1.055 -0.910
O -0.964 1.875 0.119 -0.657 1.074 0.116
H -2.505 0.212 0.382 1.164 1.590 -0.505
```
Forces are in eV/Å.

Output
energy above the lowest of the compared OMol25 structures with the same formula, charge and spin: 66.72 kcal/mol
E_tot: -377.55773 a.u.